Formula: C49H144N8O19
Source: the OMol25 dataset
Level of theory: ωB97M-V with the def2-TZVPD basis set

XYZ file:
```
220
Properties=species:S:1:pos:R:3:forces:R:3:lowdin_charge:R:1
C 13.19186 14.09904 22.48528 0.88 1.31 0.56 -0.034
C 12.56340 14.99120 21.42830 -0.40 -0.40 0.29 -0.436
C 13.53680 15.81473 20.56198 0.85 -0.46 2.44 -0.118
O 14.38633 16.66725 21.40562 -0.84 -0.91 -0.84 -0.230
C 13.66554 17.72446 22.02154 0.65 0.44 -0.62 -0.080
N 11.88360 14.06705 20.56488 -0.32 0.43 -1.42 0.023
H 12.50211 13.35125 22.87662 -0.04 0.07 -0.34 0.078
H 13.50393 14.72199 23.32352 0.27 -0.12 0.19 0.075
H 14.08877 13.64720 22.06160 0.00 -0.34 0.09 0.083
H 11.78705 15.59960 21.89220 0.03 0.32 0.09 0.133
H 13.03989 16.35096 19.75350 -0.07 0.30 0.07 0.116
H 14.18315 15.03274 20.16346 0.32 0.38 -0.37 0.100
H 13.21918 18.31528 21.22166 -0.30 0.20 0.30 0.058
H 14.42142 18.33679 22.51328 -0.08 0.09 0.05 0.091
H 12.91918 17.44828 22.76636 -0.02 -0.42 -0.08 0.090
H 12.59767 13.62632 20.00278 0.46 -0.81 0.06 0.055
H 11.48956 14.64534 19.83658 -0.86 0.01 -0.48 0.025
C 8.48852 12.96016 12.96896 0.24 -1.29 -0.71 -0.050
C 8.98705 14.30813 13.32074 -0.22 2.88 -0.33 -0.466
C 8.04249 15.43179 12.82468 0.83 0.41 -1.50 -0.140
O 8.31535 16.80731 13.29130 -0.82 -1.86 -0.76 -0.180
C 9.54201 17.31916 12.82766 1.14 0.39 0.88 -0.112
N 9.09185 14.60999 14.71662 -0.40 -1.08 1.87 0.055
H 8.21592 12.94096 11.91378 0.05 0.04 -0.16 0.089
H 7.63960 12.51483 13.48774 -0.07 0.55 0.45 0.090
H 9.31928 12.26177 13.06996 -0.06 -0.24 0.06 0.078
H 9.97577 14.43540 12.87990 0.11 0.06 -0.27 0.125
H 7.03632 15.11444 13.09858 -0.15 0.62 0.17 0.131
H 8.14192 15.43028 11.73924 -0.42 0.24 -0.30 0.121
H 9.85485 17.17746 11.79318 -0.67 -0.52 -0.33 0.082
H 10.33614 16.92543 13.46204 0.39 -0.21 -0.11 0.071
H 9.60245 18.39504 12.99176 -0.57 0.04 0.11 0.082
H 8.17384 14.33387 15.03458 -0.22 -1.03 0.95 0.098
H 8.89339 15.59134 14.84948 0.95 0.64 -0.38 0.030
C 10.28549 17.06623 16.34266 0.20 0.23 0.16 -0.049
C 10.77243 16.67996 17.74070 -0.06 1.43 -0.41 -0.409
C 9.97313 17.43169 18.84042 0.52 0.73 -0.81 -0.130
O 10.27821 18.86849 18.76634 0.08 -1.83 -0.73 -0.212
C 9.68902 19.65526 19.75548 -0.07 -0.14 0.78 -0.143
N 10.83921 15.24469 17.95000 -0.32 0.40 0.09 0.081
H 9.25220 16.79842 16.12202 -0.18 0.35 0.45 0.074
H 10.87502 16.55356 15.58258 0.24 0.10 0.07 0.052
H 10.44982 18.14076 16.26222 -0.34 0.06 -0.38 0.089
H 11.77141 17.11596 17.73460 0.41 -0.24 0.54 0.119
H 10.22516 17.03245 19.82286 -0.04 0.04 0.19 0.115
H 8.91454 17.30497 18.61363 -0.27 -0.06 0.35 0.128
H 10.10828 19.41183 20.73172 0.45 0.22 0.27 0.083
H 8.62631 19.49649 19.93860 -0.37 0.01 -0.71 0.089
H 9.89888 20.68956 19.48294 -0.18 -0.01 0.19 0.092
H 9.93863 14.90855 17.64006 -0.41 -0.52 0.18 0.078
H 11.45815 14.89153 17.23426 0.37 -0.27 -0.07 0.047
C 12.92210 15.77558 10.90360 0.26 0.32 0.78 -0.056
C 13.16762 16.54758 9.64136 0.64 -0.18 -1.34 -0.427
C 12.87165 18.02211 9.70744 -0.15 0.54 -0.20 -0.173
O 13.05029 18.74101 8.42568 -0.80 -0.67 1.78 -0.160
C 12.75926 20.10697 8.68808 -0.13 0.75 -0.82 -0.122
N 14.56057 16.45795 9.19962 0.37 -0.42 -0.69 0.061
H 13.49908 16.22234 11.71330 -0.20 -0.14 0.33 0.061
H 13.26622 14.74280 10.84856 0.02 0.04 -0.39 0.075
H 11.85650 15.76443 11.13268 -0.04 0.09 0.26 0.069
H 12.54031 16.03036 8.91538 0.03 0.33 -0.57 0.141
H 13.61223 18.43061 10.39502 0.01 0.31 0.15 0.101
H 11.89054 18.17738 10.15624 -0.39 0.45 -0.32 0.114
H 13.51766 20.62113 9.27845 -0.02 -0.34 0.47 0.087
H 11.76267 20.26966 9.09848 0.03 -0.33 0.56 0.074
H 12.69844 20.69841 7.77450 0.32 -0.52 -0.55 0.083
H 15.13861 17.04726 9.78158 -0.08 -0.24 0.88 0.029
H 14.60003 17.04599 8.37940 -0.10 -0.32 -0.84 0.067
C 8.30718 14.14384 20.29306 0.39 -0.98 -0.15 -0.052
C 8.69635 12.70137 20.74983 -0.28 1.07 -1.42 -0.418
C 9.47002 11.94994 19.64200 -0.49 0.45 -0.05 -0.210
O 8.69860 11.67801 18.45523 1.22 -0.78 -0.15 -0.177
C 9.60189 11.36057 17.35016 -0.45 0.63 0.94 -0.077
N 9.58566 12.88265 21.86984 -0.33 -0.29 0.44 0.027
H 7.80281 14.66015 21.10984 -0.21 0.01 -0.24 0.075
H 7.76086 14.13010 19.34996 -0.48 -0.03 0.22 0.070
H 9.22416 14.68182 20.05260 0.17 0.05 0.22 0.033
H 7.80018 12.14452 21.02348 -0.06 -0.09 0.03 0.132
H 9.88368 11.07481 20.14313 -0.24 -0.82 -0.35 0.117
H 10.36521 12.51750 19.38782 -0.04 0.43 -0.19 0.089
H 10.02663 12.31111 17.02741 0.07 0.05 -0.44 0.063
H 9.08692 10.84707 16.53822 -0.35 0.27 0.17 0.084
H 10.44605 10.73164 17.63292 -0.13 -0.18 0.41 0.060
H 10.31947 13.45153 21.47236 0.60 0.23 0.27 0.004
H 10.05208 12.00231 22.03586 0.09 -0.31 0.41 0.061
C 14.26389 10.70531 14.04974 0.70 -0.47 0.18 -0.067
C 15.02706 9.43649 13.61800 0.03 1.41 1.18 -0.422
C 15.35137 8.63973 14.92666 0.70 -0.84 -0.49 -0.169
O 16.37023 9.20578 15.79640 -1.12 -0.11 0.56 -0.235
C 16.84802 8.33058 16.87542 0.03 0.32 -1.30 -0.052
N 14.19818 8.70665 12.68774 -0.02 -1.15 0.79 0.052
H 13.86082 11.32957 13.25228 0.61 -0.15 -0.14 0.054
H 14.96619 11.21764 14.70730 -0.22 0.63 -0.08 0.079
H 13.40127 10.44499 14.66310 -0.08 -0.28 0.14 0.071
H 15.96120 9.68642 13.11498 0.04 0.15 0.07 0.122
H 15.69078 7.65098 14.61798 0.39 -0.26 -0.19 0.115
H 14.40420 8.41074 15.41508 -0.14 0.48 0.66 0.119
H 17.58839 7.68793 16.39900 -0.05 -0.39 0.26 0.090
H 16.07182 7.75133 17.37550 -0.27 0.04 -0.35 0.086
H 17.35750 8.90159 17.65160 -0.15 0.44 -0.33 0.081
H 13.40276 8.42842 13.24452 -1.03 0.35 -0.03 0.067
H 14.60833 7.78512 12.63594 0.57 -0.42 -0.87 0.068
C 13.81408 21.06889 18.09434 0.91 -0.09 0.28 -0.054
C 14.04270 20.39979 19.47872 1.35 0.91 -0.59 -0.395
C 15.22673 21.07934 20.31722 -0.72 -0.14 -1.42 -0.147
O 16.44527 21.20031 19.53433 -1.00 -0.90 0.58 -0.213
C 17.49971 21.71655 20.31683 -0.13 -0.06 0.03 -0.116
N 12.80414 20.44305 20.22624 0.61 0.41 0.78 0.040
H 14.69553 21.14508 17.45769 0.24 -0.67 -0.04 0.064
H 13.58018 22.13016 18.17859 -0.62 0.03 0.42 0.077
H 13.02119 20.51618 17.59040 -0.01 0.22 -0.13 0.062
H 14.30374 19.35228 19.32810 0.19 -0.11 -0.04 0.122
H 15.33928 20.53954 21.25746 0.38 -0.32 -0.05 0.106
H 14.95225 22.09860 20.58902 -0.37 0.24 0.05 0.115
H 18.32386 21.97496 19.65192 -0.19 0.30 -0.02 0.090
H 17.90943 21.01153 21.04012 -0.18 -0.42 0.10 0.074
H 17.11738 22.55866 20.89369 0.32 0.44 -0.07 0.084
H 12.52869 21.41405 20.18912 -0.63 0.04 0.20 0.078
H 12.09361 19.86829 19.79625 -0.02 0.07 -0.24 0.033
C 15.44656 20.18828 14.05944 0.15 -1.56 0.25 -0.030
C 15.21164 19.14169 12.90514 -0.55 1.33 0.01 -0.377
C 16.32318 18.09413 12.67276 -0.46 1.46 -0.47 -0.156
O 16.17572 17.53498 11.36834 0.67 -0.69 0.03 -0.210
C 17.27744 16.67716 11.05836 0.66 -0.08 -0.49 -0.106
N 13.88218 18.54838 13.06956 0.51 -0.27 0.31 0.061
H 14.68877 20.97107 14.09256 0.04 -0.07 -0.43 0.070
H 16.44733 20.61537 14.12392 0.02 0.11 -0.54 0.072
H 15.34827 19.65584 15.00546 -0.16 -0.15 0.27 0.044
H 15.03294 19.76687 12.03032 0.99 -0.08 -0.57 0.122
H 16.28782 17.29988 13.41842 0.21 0.01 0.25 0.122
H 17.25002 18.66778 12.67556 0.48 -0.30 0.35 0.124
H 18.22998 17.19794 10.96068 0.09 0.64 0.65 0.086
H 17.25454 16.23034 10.06442 -1.14 0.09 -0.10 0.085
H 17.42977 15.84362 11.74402 -0.31 0.12 0.43 0.077
H 13.98301 17.89078 13.82948 -0.65 -0.12 0.57 0.036
H 13.77519 17.91689 12.28860 -0.24 0.03 -0.29 0.028
C 17.02171 14.32825 19.35791 -0.12 -0.17 0.37 -0.126
O 16.84758 13.58401 18.15063 -0.06 -0.11 0.28 -0.133
H 18.07643 14.49210 19.57890 -0.11 0.35 -0.09 0.088
H 16.42732 15.24190 19.35204 0.38 0.31 -0.27 0.067
H 16.62446 13.76611 20.20307 -0.01 -0.36 -0.10 0.086
H 17.57677 13.79605 17.56332 -0.12 0.12 -0.21 0.052
C 11.40198 21.99191 15.54296 -1.44 -0.74 -0.07 -0.139
O 10.01341 21.87610 15.16990 0.14 0.26 -0.32 -0.145
H 11.72018 20.94988 15.57500 0.43 0.20 0.25 0.068
H 11.97692 22.52347 14.78468 0.12 0.21 0.21 0.076
H 11.35682 22.44445 16.53354 0.99 0.04 0.00 0.075
H 9.63502 22.74521 15.32178 -0.26 -0.02 -0.15 0.067
C 17.77642 19.14155 17.32572 -0.26 0.85 -0.42 -0.130
O 18.91828 18.38145 17.03274 0.66 -1.19 0.10 -0.124
H 17.00255 19.03120 16.56610 -0.22 -0.25 -0.06 0.059
H 17.38695 18.82739 18.29408 0.18 0.21 -0.13 0.065
H 18.03983 20.19908 17.30677 -0.19 0.15 0.49 0.088
H 19.38715 18.68949 16.25372 -0.19 0.33 -0.02 0.090
C 14.68500 16.56246 16.09556 -0.31 -0.57 0.09 -0.098
O 13.82058 16.35742 14.95608 0.92 0.56 0.67 -0.141
H 14.20972 17.14704 16.88325 -0.31 0.08 0.04 0.069
H 14.93551 15.57997 16.49562 0.26 0.03 0.22 0.082
H 15.61687 17.07968 15.86706 -0.15 -0.12 -0.64 0.052
H 13.12524 15.77960 15.27894 -0.44 -0.35 -0.15 0.031
C 12.55159 13.44648 14.17088 0.52 0.53 0.03 -0.132
O 11.92656 14.06132 15.29128 0.30 -0.09 -0.24 -0.164
H 12.01995 12.56981 13.80086 0.07 -0.26 0.38 0.084
H 12.61999 14.13145 13.32576 0.03 0.26 -0.09 0.068
H 13.57126 13.23877 14.49526 -0.14 -0.37 -0.28 0.063
H 10.98853 14.08755 15.08878 -0.99 0.36 0.25 0.016
C 13.23834 10.86587 17.87354 -0.18 0.29 0.37 -0.070
C 13.44302 12.35068 17.61804 0.29 -0.67 -0.23 -0.300
O 14.11461 12.90148 18.72277 -0.31 0.57 0.89 -0.092
H 14.18326 10.38097 18.11872 0.05 -0.15 -0.46 0.075
H 12.67829 10.39171 17.06754 0.27 -0.20 -0.10 0.059
H 12.63803 10.78278 18.77952 -0.17 -0.05 0.08 0.068
H 12.46378 12.81103 17.48660 0.08 0.28 0.04 0.080
H 14.04307 12.53822 16.72760 -0.14 -0.09 -0.27 0.104
H 15.02415 13.12172 18.50870 0.29 -0.09 -0.41 0.036
C 19.86773 10.82080 15.97284 0.31 0.23 0.99 -0.079
C 18.93126 11.48246 15.00668 0.10 -0.28 -1.89 -0.319
O 18.25162 10.50620 14.22718 0.11 0.28 -0.33 -0.095
H 19.28286 10.57674 16.85968 0.45 0.08 0.43 0.067
H 20.73495 11.45075 16.17081 -0.26 0.40 0.63 0.066
H 20.36920 9.90023 15.67420 -0.60 -0.11 -0.77 0.081
H 19.47453 12.10126 14.29250 0.24 -0.06 -0.15 0.105
H 18.17433 12.16585 15.39154 0.13 0.01 0.87 0.106
H 17.60880 10.11098 14.82064 -0.42 -0.47 0.17 0.024
C 19.04584 17.92970 20.81196 -0.91 0.35 0.15 -0.059
C 17.50425 17.85145 21.06088 0.90 -0.32 -0.78 -0.310
O 17.18857 16.57303 21.55366 0.73 -0.35 0.37 -0.088
H 19.42925 17.14626 20.15826 -0.32 -0.34 0.23 0.064
H 19.56300 17.91407 21.77134 0.07 -0.16 -0.06 0.071
H 19.33292 18.84377 20.29220 -0.23 0.30 0.14 0.056
H 16.95027 17.99719 20.13355 0.06 0.21 -0.30 0.084
H 17.16232 18.63589 21.73604 0.18 0.19 0.27 0.097
H 16.24496 16.42305 21.46036 -0.55 0.18 0.14 0.034
C 15.73981 13.25538 11.97594 0.93 0.60 0.66 -0.085
C 16.91394 12.37974 11.58786 -0.20 0.34 -0.48 -0.310
O 16.74168 12.04650 10.22762 0.15 -0.89 -0.63 -0.076
H 15.87409 14.18685 11.42600 -0.44 0.05 -0.37 0.049
H 15.86271 13.58943 13.00618 -0.44 -0.24 0.36 0.076
H 14.76509 12.81679 11.76224 0.16 -0.05 0.13 0.071
H 17.06486 11.47172 12.17166 -0.31 -0.01 -0.12 0.088
H 17.84665 12.94070 11.64684 0.18 0.23 0.52 0.105
H 16.64929 12.86745 9.73866 -0.07 0.06 -0.10 0.077
C 10.55993 22.17255 11.68004 -0.12 -0.56 0.03 -0.072
C 11.19587 20.76852 11.91038 0.70 1.37 0.42 -0.287
O 12.63103 20.93030 11.88086 -0.95 0.35 -0.52 -0.112
H 10.86326 22.95294 12.37794 0.24 -0.46 0.45 0.059
H 9.47392 22.10887 11.74802 -0.07 -0.11 0.00 0.069
H 10.79113 22.62356 10.71502 0.15 -0.50 -0.29 0.064
H 10.83138 20.03153 11.19478 0.12 0.13 -0.53 0.077
H 10.93034 20.34001 12.87680 -0.25 0.36 0.30 0.086
H 13.01816 20.14933 12.28312 0.04 -0.57 0.42 0.002
C 20.09913 14.89948 16.36335 0.75 0.32 -0.45 -0.067
C 19.50997 15.69182 15.19258 -1.15 -0.15 0.64 -0.274
O 18.15382 16.04306 15.53764 -0.18 -0.79 -0.72 -0.115
H 21.10896 14.54511 16.15660 0.24 0.22 -0.09 0.074
H 19.54955 13.97139 16.52056 -0.39 0.17 0.01 0.047
H 20.13399 15.49294 17.27698 -0.13 -0.03 0.02 0.073
H 19.49680 15.05489 14.30812 -0.30 0.01 -0.05 0.102
H 19.95238 16.63684 14.87744 0.91 -0.18 0.36 0.104
H 18.20398 16.77987 16.15096 0.23 0.29 0.34 0.024
```
Forces are in eV/Å.

The energy comes out at -103962.268 eV. The HOMO-LUMO gap is 8.792 eV. As for the energy above the lowest of the compared OMol25 structures with the same formula, charge and spin: 0.3300 eV. The spin multiplicity is 1.